1.
DFT (wB97M-V/def2-TZVPD) results for a 8-piece molecular cluster, C23H62O9 overall at a distorted geometry.

**Energy**: -1590.6338 a.u.
**Energy relative to the best compared isomer or geometry (same formula, charge and spin)**: 0.427 eV
**Highest occupied orbital energy**: -9.7483 eV
**Structure (SMILES)**: CC(C)O.CC(C)O.CC(C)O.CC(C)O.CC(C)O.CC(C)O.CC(C)O.OCCO

CARTESIAN COORDINATES (ANGSTROEM)
1 C -4.144 2.565 2.248
2 C -2.788 2.256 1.662
3 C -2.044 3.505 1.195
4 O -1.954 1.518 2.567
5 H -4.820 2.918 1.465
6 H -4.138 3.288 3.063
7 H -4.616 1.638 2.590
8 H -2.892 1.598 0.797
9 H -2.508 3.975 0.331
10 H -1.017 3.209 0.955
11 H -1.896 4.235 1.998
12 H -1.870 2.032 3.378
13 C -1.263 -4.097 1.575
14 C -1.840 -5.145 0.639
15 C -2.914 -4.598 -0.280
16 O -0.829 -5.689 -0.218
17 H -0.877 -3.275 0.973
18 H -0.468 -4.556 2.168
19 H -2.014 -3.723 2.271
20 H -2.268 -5.979 1.210
21 H -3.636 -5.358 -0.584
22 H -2.463 -4.151 -1.168
23 H -3.537 -3.818 0.169
24 H -0.204 -6.185 0.319
25 C -1.832 -1.199 5.058
26 C -3.294 -1.125 4.558
27 C -4.063 -0.014 5.271
28 O -3.337 -0.972 3.158
29 H -1.221 -0.586 4.392
30 H -1.456 -2.220 4.971
31 H -1.737 -0.869 6.090
32 H -3.780 -2.063 4.837
33 H -3.503 0.923 5.244
34 H -4.171 -0.272 6.330
35 H -5.065 0.075 4.855
36 H -2.710 -0.276 2.910
37 C 0.353 1.236 -1.149
38 C 0.899 0.483 0.042
39 C 0.076 -0.749 0.358
40 O 2.252 0.115 -0.252
41 H 0.961 2.093 -1.456
42 H -0.595 1.725 -0.889
43 H 0.160 0.652 -2.050
44 H 0.860 1.155 0.906
45 H -0.235 -1.346 -0.500
46 H -0.901 -0.445 0.764
47 H 0.541 -1.330 1.152
48 H 2.424 -0.803 0.001
49 C 2.985 1.418 -4.233
50 C 2.991 -0.062 -3.889
51 C 3.698 -0.903 -4.937
52 O 3.664 -0.284 -2.642
53 H 2.370 1.960 -3.516
54 H 2.579 1.574 -5.237
55 H 4.010 1.788 -4.256
56 H 1.969 -0.445 -3.768
57 H 3.365 -0.611 -5.932
58 H 3.604 -1.964 -4.713
59 H 4.776 -0.712 -4.896
60 H 3.074 0.049 -1.947
61 C 4.628 4.203 0.578
62 C 3.599 3.685 1.557
63 C 4.168 2.617 2.487
64 O 3.132 4.805 2.319
65 H 5.466 4.664 1.106
66 H 4.198 4.973 -0.064
67 H 5.007 3.391 -0.041
68 H 2.766 3.262 0.982
69 H 3.390 2.284 3.174
70 H 5.059 3.000 2.981
71 H 4.450 1.738 1.900
72 H 2.354 4.519 2.807
73 C -2.347 1.184 -4.150
74 C -3.244 2.250 -4.750
75 C -3.830 1.870 -6.102
76 O -4.315 2.542 -3.839
77 H -1.477 0.999 -4.789
78 H -2.866 0.234 -3.998
79 H -1.943 1.501 -3.188
80 H -2.675 3.174 -4.865
81 H -3.094 1.549 -6.839
82 H -4.422 2.687 -6.511
83 H -4.515 1.029 -5.946
84 H -4.654 1.695 -3.535
85 O 4.605 -4.602 -0.483
86 C 4.645 -3.713 0.632
87 C 3.254 -3.419 1.131
88 O 2.467 -2.743 0.159
89 H 4.602 -4.078 -1.288
90 H 5.220 -4.191 1.428
91 H 5.189 -2.810 0.345
92 H 3.242 -2.814 2.041
93 H 2.763 -4.351 1.440
94 H 2.469 -3.290 -0.634

Cartesian forces, eV/Å:
C -0.73 -0.74 -0.29
C 0.36 0.64 -0.21
C 0.75 -0.28 0.34
O -0.05 -0.06 0.12
H 0.18 0.30 0.01
H 0.21 0.06 0.01
H 0.17 0.07 0.21
H -0.13 -0.12 0.07
H -0.05 0.06 0.03
H -0.15 -0.02 -0.37
H -0.48 0.04 0.02
H 0.02 0.00 0.03
C -0.06 -0.36 -0.09
C -0.25 -0.22 -0.02
C -0.64 0.36 -0.15
O 0.06 0.06 -0.06
H 0.14 0.06 0.17
H 0.15 0.20 -0.04
H -0.07 0.08 -0.09
H 0.00 0.14 0.17
H 0.31 -0.18 -0.20
H 0.08 -0.12 -0.01
H 0.30 -0.01 0.31
H 0.01 0.01 0.03
C -0.42 -0.22 -0.50
C 0.45 0.31 0.87
C 0.23 -0.32 0.33
O -0.17 -0.47 -0.23
H 0.12 0.18 0.24
H 0.05 0.02 0.04
H 0.07 0.03 0.01
H -0.11 -0.08 -0.46
H -0.23 0.14 -0.23
H 0.00 0.00 -0.04
H 0.06 0.26 -0.11
H -0.08 0.16 0.06
C -0.67 1.12 -0.30
C 0.02 -0.57 -0.71
C -1.27 0.46 0.61
O 0.09 0.44 0.07
H 0.39 -0.25 0.19
H -0.08 -0.32 0.10
H 0.20 -0.37 0.20
H 0.28 -0.05 0.10
H 0.74 -0.18 -0.16
H 0.21 0.22 0.12
H 0.08 -0.26 -0.24
H -0.18 -0.18 0.05
C -0.13 -0.31 -0.39
C 0.36 -0.41 0.38
C 0.58 0.36 0.32
O -0.22 0.07 -0.39
H 0.17 0.21 0.02
H -0.16 0.02 0.09
H -0.01 0.10 0.25
H -0.12 0.19 -0.21
H -0.16 -0.43 -0.08
H -0.34 -0.04 -0.30
H -0.09 0.22 0.04
H 0.18 -0.06 0.27
C 0.10 0.20 0.02
C 0.09 -0.04 0.09
C -0.24 -0.17 -0.76
O -0.04 -0.02 -0.16
H -0.01 -0.09 0.06
H -0.06 -0.08 -0.04
H -0.01 0.00 -0.02
H -0.03 -0.04 0.06
H 0.21 0.11 0.31
H -0.13 -0.02 0.31
H 0.05 0.04 0.00
H 0.02 0.04 0.08
C 0.54 0.00 -0.10
C -0.16 -0.08 0.03
C -0.32 -0.43 0.12
O 0.26 0.16 -0.09
H -0.14 -0.08 -0.07
H -0.10 0.02 -0.11
H -0.17 0.10 0.05
H -0.06 0.07 0.18
H 0.16 0.14 0.09
H 0.07 0.08 0.00
H 0.04 0.00 -0.09
H -0.10 0.02 0.01
O -0.16 -0.01 0.07
C 0.38 0.02 -0.01
C -0.39 -0.15 0.39
O 0.16 -0.02 0.07
H 0.10 -0.01 -0.02
H -0.04 -0.12 -0.06
H -0.20 0.15 0.12
H 0.28 0.27 -0.19
H 0.07 -0.09 -0.30
H -0.13 0.02 -0.05


2.
DFT (wB97M-V/def2-TZVPD) results for a 14-piece molecular cluster, C23H63F2N21O22S4 overall at a distorted geometry.

**Energy**: -5511.5922 a.u.
**Energy relative to the best compared isomer or geometry (same formula, charge and spin)**: 7.012 eV
**Highest occupied orbital energy**: -8.0513 eV

CARTESIAN COORDINATES (ANGSTROEM)
1 C -0.663 -2.797 1.191
2 C -0.262 -2.181 -0.178
3 N 0.708 -1.106 -0.075
4 C 2.084 -1.161 -0.260
5 C 2.544 0.198 -0.249
6 N 1.427 1.030 0.016
7 C 0.360 0.246 0.108
8 C 1.408 2.481 0.197
9 H -1.258 -3.710 1.198
10 H -1.180 -2.083 1.833
11 H 0.158 -3.096 1.842
12 H -1.128 -1.873 -0.765
13 H 0.442 -2.859 -0.662
14 H 2.544 -2.138 -0.257
15 H 3.514 0.670 -0.305
16 H -0.662 0.571 0.234
17 H 2.343 2.894 -0.182
18 H 1.533 2.695 1.258
19 H 0.549 2.968 -0.265
20 N 6.867 -0.817 5.926
21 S 8.323 -1.158 6.293
22 O 9.009 -0.139 7.105
23 O 9.161 -2.056 5.500
24 F 7.923 -2.132 7.478
25 S 7.523 0.166 4.695
26 O 7.964 -0.417 3.407
27 O 8.081 1.435 5.150
28 F 6.045 0.634 4.249
29 C 3.010 7.540 6.140
30 O 1.788 7.506 6.098
31 N 3.807 6.544 5.842
32 N 3.638 8.669 6.335
33 H 4.808 6.542 5.974
34 H 3.418 5.621 5.716
35 H 3.130 9.535 6.439
36 H 4.642 8.574 6.401
37 C -1.514 0.856 6.932
38 O -1.493 1.128 5.729
39 N -0.930 -0.177 7.450
40 N -2.339 1.459 7.672
41 H -1.039 -0.378 8.434
42 H -0.112 -0.501 6.955
43 H -2.989 2.171 7.368
44 H -2.210 1.288 8.659
45 C 0.250 -8.935 -2.715
46 O -0.474 -9.134 -3.618
47 N -0.014 -9.227 -1.478
48 N 1.409 -8.439 -2.928
49 H -0.843 -9.784 -1.329
50 H 0.553 -9.042 -0.662
51 H 1.970 -8.201 -2.122
52 H 1.676 -8.216 -3.876
53 C 8.556 5.956 0.876
54 O 7.948 4.940 0.647
55 N 8.579 6.532 2.033
56 N 9.377 6.470 0.057
57 H 8.282 6.068 2.879
58 H 9.106 7.388 2.122
59 H 9.817 7.310 0.405
60 H 9.460 6.064 -0.864
61 C -9.751 -3.525 -0.350
62 O -9.875 -4.632 -0.861
63 N -8.695 -2.794 -0.352
64 N -10.635 -3.029 0.453
65 H -7.861 -3.110 -0.824
66 H -8.857 -1.884 0.055
67 H -11.525 -3.506 0.415
68 H -10.456 -2.248 1.068
69 C 7.848 1.478 -4.555
70 O 8.020 1.104 -5.729
71 N 8.361 0.846 -3.533
72 N 7.182 2.534 -4.312
73 H 8.872 -0.008 -3.704
74 H 8.363 1.293 -2.628
75 H 7.323 2.853 -3.364
76 H 6.661 2.972 -5.058
77 C -4.297 7.457 4.980
78 O -5.401 7.514 4.399
79 N -4.284 7.635 6.248
80 N -3.148 7.394 4.364
81 H -5.118 8.148 6.497
82 H -3.357 7.725 6.640
83 H -2.318 7.392 4.939
84 H -3.072 7.243 3.368
85 C 4.239 -8.865 1.462
86 O 4.717 -7.790 1.420
87 N 4.845 -9.841 0.939
88 N 3.367 -9.305 2.262
89 H 4.599 -10.818 0.871
90 H 5.666 -9.588 0.407
91 H 2.889 -8.672 2.887
92 H 3.477 -10.292 2.446
93 C -6.546 0.970 3.156
94 O -7.684 0.793 2.838
95 N -5.976 2.111 3.313
96 N -5.638 0.103 3.359
97 H -4.993 2.055 3.537
98 H -6.420 3.014 3.397
99 H -5.987 -0.838 3.473
100 H -4.678 0.305 3.600
101 C -7.280 -1.076 -8.524
102 C -7.748 0.014 -7.708
103 O -7.578 -0.508 -6.434
104 S -6.065 -1.254 -6.314
105 O -6.105 -2.316 -5.312
106 O -4.939 -0.274 -6.271
107 O -6.355 -1.861 -7.884
108 H -6.744 -0.740 -9.412
109 H -8.024 -1.756 -8.939
110 H -8.825 0.181 -7.724
111 H -7.216 0.958 -7.827
112 C -8.315 4.827 -1.651
113 C -8.236 3.353 -2.110
114 O -6.960 3.006 -2.401
115 S -5.976 4.358 -2.658
116 O -5.813 4.514 -4.095
117 O -4.774 4.468 -1.820
118 O -7.024 5.404 -2.023
119 H -8.345 4.994 -0.574
120 H -9.179 5.363 -2.042
121 H -8.723 3.300 -3.084
122 H -8.718 2.628 -1.455
123 C 2.497 -3.536 -7.707
124 C 3.168 -3.174 -6.487
125 C 4.279 -4.234 -6.308
126 O 3.697 -5.367 -6.955
127 C 2.960 -4.905 -8.079
128 H 2.693 -2.896 -8.567
129 H 1.429 -3.625 -7.507
130 H 2.495 -2.986 -5.650
131 H 3.678 -2.233 -6.694
132 H 4.597 -4.508 -5.302
133 H 5.174 -4.107 -6.917
134 H 2.193 -5.672 -8.182
135 H 3.607 -4.927 -8.956

Cartesian forces, eV/Å:
C 0.13 0.45 0.81
C 1.06 -1.63 1.17
N -0.01 5.12 0.84
C -0.46 3.10 0.39
C -1.51 -1.67 0.67
N 0.28 -2.20 -0.63
C 0.37 -2.52 -0.48
C 1.25 0.29 0.49
H -0.26 0.21 -0.86
H -0.33 0.22 -0.29
H 0.67 0.20 -0.51
H 0.33 -0.15 -0.15
H -1.22 -0.89 -0.66
H 0.43 0.33 -0.36
H 0.03 -0.43 -0.05
H 0.13 0.05 0.04
H -0.19 -0.13 -0.59
H -0.70 -0.04 0.11
H 0.08 -0.30 0.14
N 1.36 1.76 -3.73
S 5.41 -3.56 7.05
O -0.61 -1.07 -1.96
O -1.41 1.72 0.05
F -0.57 -0.96 0.54
S -3.35 3.38 -4.33
O -0.30 0.70 3.19
O -0.32 -2.09 -0.79
F -0.33 0.17 -0.08
C -3.02 0.65 -0.70
O -0.65 -0.69 0.13
N 1.76 -3.66 -0.57
N 2.18 2.43 0.82
H -0.30 0.24 0.02
H -0.12 0.31 0.11
H 0.34 -0.35 0.10
H -0.23 1.03 0.08
C -0.36 0.14 -5.80
O 1.04 -0.01 -0.93
N 2.67 -2.92 1.48
N -3.43 2.80 5.20
H 0.38 -0.14 -0.29
H -0.16 -0.19 0.32
H 0.51 -0.25 -0.11
H -0.71 0.56 0.04
C -0.14 -0.22 -0.31
O -3.80 -1.22 -3.46
N -1.86 -1.40 4.56
N 5.22 2.42 -0.09
H 0.14 0.28 0.05
H 0.04 -0.05 -0.48
H 0.43 0.12 -0.68
H 0.03 0.09 0.43
C -1.70 -3.79 0.62
O -1.62 -1.74 -0.54
N -0.37 2.65 4.64
N 3.25 2.79 -3.81
H -0.10 0.05 -0.45
H -0.21 -0.33 0.52
H 0.53 -0.23 -1.28
H 0.18 0.56 0.22
C -0.11 -4.14 -0.69
O -0.03 0.00 -0.80
N 3.91 2.47 -0.71
N -4.44 1.16 2.22
H -0.20 0.50 0.14
H 1.24 0.01 -0.47
H 0.06 0.39 0.50
H -0.41 -0.33 -0.17
C 1.83 -2.88 -5.36
O -0.24 -0.50 0.50
N 1.21 -1.49 2.65
N -2.36 3.88 2.05
H 0.01 0.42 0.15
H 0.18 -0.61 -0.01
H -1.00 0.97 -0.40
H 0.37 0.21 0.50
C -4.32 0.64 -4.24
O 0.81 -0.52 -0.38
N 0.75 0.15 4.21
N 3.05 -0.68 -1.18
H 0.44 -0.09 0.92
H -0.64 0.52 0.88
H 0.15 -0.06 -0.62
H -0.18 0.00 0.41
C 1.83 1.37 0.89
O 0.53 5.37 -0.79
N 4.88 -5.59 -5.32
N -6.12 -1.51 4.30
H -0.36 0.43 0.14
H -0.13 -0.14 0.03
H 0.15 -0.42 0.03
H -0.85 0.48 0.68
C -2.01 1.63 -0.67
O -2.67 -0.92 -0.46
N 2.19 6.21 0.63
N 3.05 -7.06 0.72
H -0.43 0.94 0.09
H -0.14 -0.42 -0.27
H 0.55 -0.08 -0.15
H -0.51 -0.29 0.11
C 0.33 -1.21 -4.89
C -1.22 1.58 1.19
O 2.29 -0.66 3.51
S 0.02 0.55 -0.35
O -0.14 2.14 -2.26
O -3.32 -2.60 -0.53
O 2.61 -0.55 3.83
H -0.20 0.52 -0.24
H -0.52 0.10 0.48
H 0.08 0.15 -0.61
H 0.10 0.00 -0.09
C 0.91 -0.14 0.99
C -2.79 0.98 -0.96
O 4.61 0.78 0.32
S 0.86 0.52 0.07
O -0.55 -0.35 2.24
O -2.60 -1.06 -1.57
O -0.32 -0.52 -0.89
H -0.03 -0.47 0.09
H 0.44 0.04 -0.60
H -0.76 0.01 0.06
H 0.28 0.19 0.28
C -2.53 -0.72 -2.37
C 2.94 1.96 1.72
C -0.71 -0.91 -0.87
O -0.09 -0.95 0.84
C 0.81 -1.77 0.53
H -0.31 0.38 0.28
H -0.17 0.46 -0.42
H 0.25 -0.48 0.17
H 0.02 0.35 0.52
H -0.32 0.08 0.03
H 0.29 1.19 0.23
H -0.22 0.29 -0.41
H 0.05 0.12 -0.24


> Which of these has the highest energy relative to the best compared isomer or geometry (same formula, charge and spin)?

C23H63F2N21O22S4


> Look up the energy relative to the best compared isomer or geometry (same formula, charge and spin) of the first one.

0.427 eV


> The lowest energy relative to the best compared isomer or geometry (same formula, charge and spin) belongs to which entry?

C23H62O9